Record 1
Here is one molecule with the formula C15H16N2O3S from the OMol25 dataset. Energies are from ωB97M-V/def2-TZVPD.

Each line ends with the Löwdin charge.
Cartesian coordinates (Å):
C: -3.196 -0.675 1.319  -0.036
C: -2.177 -1.314 0.420  -0.210
C: -1.763 -2.618 0.643  -0.046
C: -0.838 -3.236 -0.180  -0.086
C: -0.330 -2.551 -1.269  -0.080
C: -0.733 -1.253 -1.518  -0.040
C: -1.638 -0.620 -0.671  -0.255
N: -1.997 0.702 -0.939  -0.033
S: -0.873 1.835 -1.464  0.689
O: -1.512 3.101 -1.256  -0.287
O: -0.444 1.504 -2.787  -0.278
C: 0.499 1.552 -0.338  -0.210
C: 1.565 0.857 -0.875  -0.018
C: 2.622 0.462 -0.067  -0.118
C: 2.600 0.820 1.279  0.013
C: 1.539 1.532 1.800  -0.012
C: 0.453 1.900 1.006  -0.230
C: -0.696 2.642 1.607  -0.030
H: -0.339 3.336 2.365  0.090
H: -1.244 3.190 0.847  0.059
H: -1.374 1.942 2.099  0.077
H: 1.539 1.807 2.844  0.119
H: 3.435 0.531 1.901  0.124
C: 3.791 -0.319 -0.576  -0.508
O: 4.883 -0.272 -0.051  0.067
N: 3.535 -1.097 -1.652  0.180
H: 2.616 -1.188 -2.044  0.086
H: 4.285 -1.653 -2.029  0.116
H: 1.553 0.674 -1.938  0.109
H: -2.675 1.108 -0.315  0.103
H: -0.378 -0.713 -2.380  0.096
H: 0.370 -3.034 -1.935  0.102
H: -0.527 -4.250 0.022  0.101
H: -2.173 -3.159 1.484  0.110
H: -2.798 0.222 1.794  0.064
H: -3.493 -1.368 2.102  0.081
H: -4.087 -0.395 0.755  0.090

Values from the calculation:
Largest force on an atom   0.914 eV Å⁻¹
HOMO level   -8.888 eV
HOMO-LUMO gap   9.2 eV
Lowest unoccupied orbital energy   0.271 eV
Energy above the lowest of the compared OMol25 structures with the same formula, charge and spin   0.9264 eV
Electronic energy   -1314.64313 Eh
Spin multiplicity   1



Record 2
Here is a 2-piece molecular cluster, C9H14O overall from the OMol25 dataset. Energies are from ωB97M-V/def2-TZVPD.

Each line ends with the Löwdin charge.
Cartesian coordinates (Å):
C: -0.862 2.828 -0.605  -0.161
C: -2.370 2.806 -0.903  -0.169
H: -0.358 2.526 -1.519  0.056
H: -0.480 3.819 -0.366  0.059
H: -0.648 2.072 0.150  0.047
H: -2.627 3.481 -1.715  0.059
H: -2.654 1.805 -1.255  0.060
H: -2.956 2.901 0.000  0.054
C: 2.919 0.006 -1.042  -0.055
C: -0.464 -1.620 -0.432  -0.022
C: 0.722 -1.237 -1.038  -0.051
C: -0.712 -1.245 0.884  -0.333
C: 1.677 -0.516 -0.336  -0.281
C: 0.211 -0.484 1.575  -0.025
C: 1.404 -0.089 0.962  -0.044
O: -1.849 -1.650 1.542  0.032
H: -1.167 -2.284 -0.926  0.114
H: 0.944 -1.573 -2.036  0.110
H: -2.139 -2.524 1.248  0.106
H: 0.138 -0.417 2.648  0.115
H: 3.333 0.917 -0.626  0.071
H: 2.699 0.225 -2.086  0.072
H: 2.098 0.490 1.552  0.110
H: 3.693 -0.762 -1.034  0.076

Values from the calculation:
Largest force on an atom   1.900 eV Å⁻¹
HOMO level   -8.553 eV
HOMO-LUMO gap   9.4 eV
Lowest unoccupied orbital energy   0.847 eV
Energy above the lowest of the compared OMol25 structures with the same formula, charge and spin   0.3634 eV
Electronic energy   -426.55943 Eh
Spin multiplicity   1



Record 3
Here is a 12-piece molecular cluster, C62H160N12O19 overall from the OMol25 dataset. Energies are from ωB97M-V/def2-TZVPD.

Each line ends with the Löwdin charge.
Cartesian coordinates (Å):
C: -10.600 -5.051 -8.555  -0.107
O: -9.286 -5.450 -8.221  -0.201
C: -8.443 -5.792 -9.285  -0.205
C: -8.092 -4.513 -10.081  -0.210
N: -6.915 -3.808 -9.586  -0.083
C: -7.183 -3.006 -8.369  -0.161
C: -5.972 -2.097 -7.891  -0.176
O: -5.828 -0.973 -8.761  -0.205
C: -4.809 -0.142 -8.389  -0.156
H: -11.201 -4.780 -7.687  0.088
H: -11.087 -5.870 -9.083  0.087
H: -10.668 -4.150 -9.165  0.073
H: -8.947 -6.534 -9.904  0.108
H: -7.582 -6.386 -8.980  0.125
H: -8.882 -3.763 -10.112  0.095
H: -7.875 -4.641 -11.141  0.117
H: -6.650 -3.216 -10.360  0.099
H: -7.502 -3.653 -7.551  0.109
H: -8.079 -2.433 -8.612  0.108
H: -5.039 -2.662 -7.898  0.114
H: -6.106 -1.688 -6.890  0.114
H: -4.982 0.379 -7.447  0.090
H: -4.685 0.570 -9.205  0.091
H: -3.880 -0.712 -8.372  0.086
C: -2.278 7.592 2.808  -0.091
O: -1.952 8.973 3.124  -0.206
C: -0.853 9.026 4.033  -0.233
C: -0.425 10.478 4.308  -0.209
N: -1.292 11.127 5.296  -0.071
C: -1.197 12.594 5.324  -0.183
C: -2.004 13.195 4.148  -0.227
O: -3.209 13.688 4.716  -0.181
C: -3.878 14.604 3.848  -0.112
H: -1.498 7.070 2.253  0.082
H: -3.125 7.648 2.124  0.084
H: -2.543 7.070 3.728  0.082
H: 0.006 8.468 3.659  0.115
H: -1.236 8.529 4.924  0.117
H: -0.324 10.962 3.337  0.116
H: 0.558 10.378 4.768  0.114
H: -2.259 10.957 5.060  0.100
H: -0.155 12.892 5.444  0.112
H: -1.623 13.034 6.226  0.112
H: -2.192 12.480 3.347  0.118
H: -1.357 13.933 3.674  0.114
H: -4.209 14.150 2.914  0.082
H: -3.261 15.451 3.547  0.081
H: -4.779 15.019 4.299  0.084
C: 2.710 -4.504 4.796  -0.058
O: 3.393 -4.916 6.026  -0.218
C: 4.081 -6.184 6.005  -0.212
C: 4.937 -6.226 7.256  -0.271
N: 5.872 -5.179 7.204  -0.063
C: 6.674 -4.932 8.475  -0.141
C: 5.799 -4.329 9.618  -0.199
O: 5.222 -3.054 9.212  -0.192
C: 3.836 -3.017 9.500  -0.115
H: 2.290 -3.510 4.948  0.082
H: 1.958 -5.268 4.602  0.081
H: 3.383 -4.499 3.938  0.079
H: 4.733 -6.330 5.143  0.119
H: 3.410 -7.043 6.037  0.118
H: 5.350 -7.221 7.422  0.126
H: 4.238 -6.029 8.069  0.102
H: 5.324 -4.367 6.958  0.091
H: 7.461 -4.213 8.246  0.105
H: 7.126 -5.891 8.729  0.110
H: 6.418 -4.194 10.505  0.114
H: 5.047 -5.081 9.853  0.100
H: 3.323 -3.759 8.887  0.077
H: 3.345 -2.055 9.356  0.083
H: 3.729 -3.284 10.551  0.083
C: 2.889 0.782 6.152  -0.092
O: 1.684 1.091 5.466  -0.215
C: 0.492 1.303 6.142  -0.216
C: 0.373 2.698 6.923  -0.172
N: -1.001 2.989 7.328  -0.094
C: -1.596 2.213 8.387  -0.211
C: -2.894 2.927 8.759  -0.168
O: -2.565 4.273 9.288  -0.219
C: -3.547 5.288 9.108  -0.117
H: 3.671 0.750 5.393  0.085
H: 2.860 -0.252 6.494  0.077
H: 3.161 1.497 6.928  0.084
H: 0.185 0.394 6.660  0.111
H: -0.127 1.359 5.246  0.120
H: 0.724 3.460 6.227  0.115
H: 1.050 2.770 7.774  0.102
H: -1.072 3.987 7.463  0.103
H: -0.935 2.270 9.251  0.115
H: -1.667 1.163 8.106  0.117
H: -3.342 2.414 9.610  0.115
H: -3.612 3.011 7.944  0.116
H: -3.648 5.411 8.029  0.079
H: -3.254 6.229 9.574  0.086
H: -4.554 5.081 9.472  0.079
C: 9.251 0.835 -11.449  -0.091
O: 9.008 0.884 -10.049  -0.213
C: 9.261 -0.310 -9.321  -0.238
C: 9.266 -0.034 -7.828  -0.203
N: 7.918 0.475 -7.508  -0.062
C: 7.876 1.167 -6.224  -0.197
C: 6.454 1.461 -5.702  -0.220
O: 5.658 2.292 -6.568  -0.202
C: 4.400 2.578 -5.970  -0.112
H: 8.684 1.549 -12.046  0.092
H: 9.103 -0.191 -11.784  0.078
H: 10.334 0.906 -11.547  0.084
H: 10.210 -0.728 -9.659  0.116
H: 8.537 -1.078 -9.592  0.123
H: 10.003 0.749 -7.647  0.115
H: 9.515 -0.949 -7.290  0.118
H: 7.697 1.011 -8.334  0.096
H: 8.371 2.131 -6.342  0.119
H: 8.312 0.511 -5.471  0.121
H: 6.534 1.857 -4.690  0.112
H: 5.867 0.546 -5.622  0.113
H: 3.773 3.135 -6.666  0.087
H: 4.544 3.099 -5.023  0.083
H: 3.923 1.610 -5.816  0.080
C: -9.759 -4.869 0.831  -0.125
O: -9.861 -3.605 1.464  -0.179
C: -10.350 -3.771 2.787  -0.237
C: -10.350 -2.471 3.558  -0.234
N: -8.985 -2.145 3.977  -0.039
C: -9.083 -0.723 4.508  -0.196
C: -7.662 -0.350 4.779  -0.241
O: -6.808 -0.266 3.590  -0.196
C: -5.494 0.235 3.934  -0.099
H: -10.691 -5.415 0.681  0.084
H: -9.123 -5.563 1.380  0.082
H: -9.293 -4.767 -0.149  0.082
H: -9.727 -4.464 3.352  0.122
H: -11.371 -4.132 2.656  0.121
H: -10.970 -2.497 4.454  0.120
H: -10.770 -1.695 2.918  0.113
H: -8.359 -2.235 3.189  0.101
H: -9.642 -0.579 5.432  0.124
H: -9.485 -0.054 3.747  0.117
H: -7.268 -1.016 5.547  0.122
H: -7.740 0.651 5.203  0.112
H: -5.541 1.246 4.337  0.081
H: -4.894 0.189 3.026  0.084
H: -5.014 -0.418 4.663  0.080
C: -1.520 -6.081 -5.142  -0.105
O: -2.442 -6.026 -4.059  -0.190
C: -3.760 -6.247 -4.481  -0.238
C: -4.688 -5.731 -3.380  -0.211
N: -4.459 -4.304 -3.083  -0.042
C: -5.356 -3.706 -2.055  -0.177
C: -4.938 -4.047 -0.642  -0.245
O: -3.712 -3.411 -0.340  -0.181
C: -3.221 -3.781 0.935  -0.120
H: -1.322 -7.101 -5.472  0.081
H: -0.554 -5.713 -4.797  0.083
H: -1.829 -5.579 -6.059  0.085
H: -3.923 -7.322 -4.564  0.121
H: -3.958 -5.780 -5.446  0.119
H: -4.723 -6.355 -2.487  0.108
H: -5.648 -5.893 -3.870  0.112
H: -3.470 -4.260 -2.883  0.091
H: -6.420 -3.899 -2.189  0.116
H: -5.270 -2.627 -2.183  0.113
H: -4.856 -5.120 -0.473  0.113
H: -5.703 -3.722 0.062  0.118
H: -2.276 -3.260 1.088  0.077
H: -2.938 -4.826 1.055  0.087
H: -3.832 -3.485 1.787  0.084
C: 4.124 8.179 -1.872  -0.070
C: 4.537 8.857 -0.584  -0.448
C: 6.079 9.047 -0.371  -0.196
O: 6.938 7.958 -0.660  -0.185
C: 6.907 6.906 0.263  -0.115
N: 3.813 10.132 -0.540  0.031
H: 4.572 7.194 -2.002  0.076
H: 4.160 8.882 -2.705  0.082
H: 3.088 7.890 -1.696  0.075
H: 4.115 8.182 0.161  0.126
H: 6.258 9.578 0.564  0.117
H: 6.349 9.782 -1.130  0.119
H: 5.951 6.383 0.238  0.082
H: 7.129 7.334 1.241  0.088
H: 7.676 6.169 0.032  0.089
H: 4.173 10.789 -1.217  0.067
H: 4.019 10.616 0.323  0.063
C: 5.707 -11.523 1.336  -0.057
C: 4.324 -11.262 2.013  -0.438
C: 3.411 -10.345 1.135  -0.170
O: 4.104 -9.081 0.818  -0.206
C: 3.408 -8.195 -0.110  -0.094
N: 3.567 -12.478 2.276  0.027
H: 6.237 -12.158 2.046  0.061
H: 6.313 -10.622 1.235  0.077
H: 5.526 -12.229 0.527  0.075
H: 4.547 -10.791 2.970  0.133
H: 2.513 -10.177 1.731  0.112
H: 3.056 -10.877 0.252  0.117
H: 3.884 -7.218 -0.190  0.082
H: 2.363 -8.130 0.192  0.076
H: 3.310 -8.549 -1.136  0.074
H: 3.497 -13.020 1.427  0.066
H: 4.249 -13.018 2.788  0.064
C: 8.646 -5.606 2.063  -0.087
C: 9.122 -4.206 1.965  -0.426
C: 8.005 -3.149 1.759  -0.205
O: 7.677 -3.094 0.394  -0.200
C: 6.617 -2.222 0.021  -0.098
N: 9.772 -3.917 3.247  0.015
H: 8.066 -5.783 2.969  0.077
H: 9.374 -6.417 2.063  0.081
H: 7.870 -5.865 1.343  0.078
H: 9.915 -4.025 1.239  0.141
H: 8.238 -2.151 2.130  0.123
H: 7.109 -3.443 2.306  0.118
H: 5.813 -2.131 0.751  0.080
H: 6.287 -2.697 -0.902  0.092
H: 6.998 -1.206 -0.086  0.082
H: 9.042 -4.083 3.925  0.063
H: 10.434 -4.670 3.369  0.065
C: -0.418 -1.128 -3.323  -0.045
C: 0.549 -1.612 -2.159  -0.401
C: 0.607 -0.469 -1.098  -0.267
O: 0.896 0.744 -1.630  -0.180
C: 1.238 1.681 -0.582  -0.076
N: 0.146 -2.909 -1.657  0.032
H: 0.041 -0.290 -3.848  0.066
H: -1.317 -0.829 -2.783  0.076
H: -0.641 -1.883 -4.076  0.064
H: 1.533 -1.890 -2.537  0.126
H: 1.411 -0.681 -0.393  0.118
H: -0.299 -0.398 -0.497  0.124
H: 0.549 1.683 0.262  0.086
H: 1.245 2.691 -0.991  0.085
H: 2.236 1.467 -0.199  0.086
H: -0.176 -3.450 -2.447  0.061
H: -0.646 -2.693 -1.068  0.052
C: -4.628 7.011 -6.890  -0.066
C: -4.052 7.732 -5.665  -0.423
C: -2.941 6.799 -5.078  -0.233
O: -3.430 5.593 -4.594  -0.175
C: -2.509 5.002 -3.708  -0.116
N: -3.416 8.980 -6.058  0.020
H: -3.817 6.839 -7.597  0.080
H: -5.421 7.505 -7.450  0.068
H: -5.081 6.045 -6.666  0.073
H: -4.776 8.036 -4.908  0.134
H: -2.521 7.353 -4.238  0.110
H: -2.122 6.625 -5.776  0.131
H: -3.038 4.132 -3.320  0.091
H: -2.255 5.628 -2.853  0.083
H: -1.573 4.700 -4.180  0.089
H: -3.096 9.322 -5.164  0.063
H: -4.172 9.633 -6.204  0.070

Values from the calculation:
Largest force on an atom   3.413 eV Å⁻¹
HOMO level   -8.504 eV
HOMO-LUMO gap   8.6 eV
Lowest unoccupied orbital energy   0.117 eV
Energy above the lowest of the compared OMol25 structures with the same formula, charge and spin   5.6880 eV
Electronic energy   -4544.20623 Eh
Spin multiplicity   1